1.
Entry from the OMol25 dataset: one molecule with the formula C3H5ClFN (ωB97M-V/def2-TZVPD).

CARTESIAN COORDINATES (ANGSTROEM)
N  1.4604  -0.9522  -0.0285
C  0.3496  0.1703  -0.3296
C  -0.2836  1.0156  0.6978
C  -1.0043  -0.0216  -0.2114
F  -1.5782  -1.1226  0.0192
Cl  -1.9016  0.6274  -1.5647
H  1.5583  -1.0969  1.0813
H  1.0320  -1.7639  -0.7464
H  0.8951  0.6252  -1.2695
H  -0.0937  0.4781  1.6625
H  -0.4341  2.0406  0.6893

Cartesian forces, eV/Å:
N -3.230 0.018 0.021
C 8.869 -0.558 -2.816
C -0.419 -4.337 1.796
C -1.553 4.045 -1.762
F -1.277 -3.963 2.556
Cl -0.632 1.132 -0.869
H -0.864 -0.552 -3.513
H 1.746 2.014 3.526
H -2.015 -0.522 1.708
H -0.313 1.127 -0.423
H -0.311 1.595 -0.224

For the energy relative to the best compared isomer or geometry (same formula, charge and spin), the calculation gives 57.6 kcal/mol. For the orbital gap, the calculation gives 10.5 eV. The HOMO energy comes out at -9.59 eV. As for the SMILES: N[C@@H]1C[C@@]1(F)Cl. As for the total energy: -731.99619 a.u.

2.
Entry from the OMol25 dataset: one molecule with the formula C17H15F2N3OS (ωB97M-V/def2-TZVPD).

CARTESIAN COORDINATES (ANGSTROEM)
O  -1.1102  -3.5436  -1.3225
C  -0.7943  -2.5815  -0.4226
C  -1.5896  -2.1910  0.6530
C  -1.1324  -1.1516  1.5999
C  -1.8964  -0.8061  2.8619
S  -3.6424  -0.3840  2.4961
C  -3.3993  0.8268  1.2352
C  -2.8292  2.0633  1.5707
C  -2.6418  3.0347  0.5936
C  -3.0522  2.8473  -0.7277
C  -3.6755  1.6459  -1.0910
F  -4.1217  1.5111  -2.3610
C  -3.7830  0.6366  -0.1345
F  -4.4826  -0.5091  -0.4986
N  0.0777  -0.5916  1.4711
C  0.8027  -1.0087  0.3567
C  1.9734  -0.5004  -0.0934
C  2.3288  -1.2620  -1.2655
N  1.3657  -2.0952  -1.5878
N  0.4380  -1.9586  -0.5689
C  3.5672  -0.8818  -2.0342
C  4.5473  0.0016  -1.2333
C  3.6898  1.1448  -0.6289
C  2.7648  0.6222  0.4651
H  -0.3208  -3.5497  -1.8942
H  -2.5606  -2.6456  0.7765
H  -1.8173  -1.6076  3.5910
H  -1.3701  0.0643  3.2854
H  -2.5185  2.3058  2.5765
H  -2.2117  3.9928  0.8924
H  -3.0335  3.6600  -1.4384
H  4.0835  -1.7566  -2.3804
H  3.2032  -0.3175  -2.9316
H  5.2758  0.3767  -1.9495
H  5.0233  -0.6319  -0.4836
H  3.0204  1.6396  -1.3425
H  4.3638  1.8881  -0.1955
H  2.1086  1.4375  0.8267
H  3.3494  0.2752  1.3340

Cartesian forces, eV/Å:
O 0.775 1.189 0.742
C -0.096 0.264 0.596
C 0.766 0.697 -0.034
C 1.869 -1.311 -1.253
C 0.535 1.014 -0.925
S -0.048 -0.567 0.154
C 0.161 0.641 -1.284
C -0.017 -0.183 -0.841
C -0.055 0.266 -0.240
C -0.595 -0.505 0.481
C 0.791 0.599 0.384
F 0.116 -0.296 0.867
C -1.281 -1.054 0.602
F 1.169 1.367 0.505
N -1.540 -1.241 -0.956
C -0.593 0.920 0.874
C 1.323 -0.364 -0.680
C -0.234 2.197 1.733
N -1.142 -1.203 0.287
N -0.910 -0.405 0.120
C -0.606 0.044 -0.871
C -1.995 0.157 -0.658
C 0.859 -0.005 0.810
C 0.254 0.146 0.508
H -0.178 -0.372 -0.372
H -0.002 -0.039 -0.032
H -0.444 -0.197 -0.035
H -0.301 -0.282 -0.064
H -0.106 -0.313 0.139
H -0.107 -0.286 -0.196
H 0.210 -0.053 -0.140
H 0.154 -0.575 -0.385
H 0.447 -0.432 0.533
H 0.204 0.049 0.219
H 0.123 0.360 0.210
H 0.537 -0.136 -0.393
H -0.155 0.183 -0.105
H 0.215 -0.454 -0.137
H -0.104 0.180 -0.163

For the energy relative to the best compared isomer or geometry (same formula, charge and spin), the calculation gives 5.6 kcal/mol. For the orbital gap, the calculation gives 8.5 eV. The HOMO energy comes out at -8.07 eV. As for the SMILES: Oc1cc(CSc2cccc(F)c2F)nc2c3c(nn12)CCCC3. As for the total energy: -1494.21810 a.u.

3.
Entry from the OMol25 dataset: C40H33N4P2RuS as an isolated structure (ωB97M-V/def2-TZVPD).

CARTESIAN COORDINATES (ANGSTROEM)
Ru  0.7728  -0.0524  0.5638
C  0.4210  -2.4570  2.6729
P  -0.2837  -2.0445  0.9986
C  -2.0656  -1.9292  1.2678
C  -2.7573  -2.8969  1.9997
C  -4.1291  -2.7989  2.1640
C  -4.8214  -1.7340  1.6016
C  -4.1401  -0.7638  0.8817
C  -2.7667  -0.8602  0.7158
C  0.0314  -3.5026  -0.0225
C  1.2405  -3.6026  -0.7099
C  1.5197  -4.7185  -1.4809
C  0.5874  -5.7424  -1.5811
C  -0.6202  -5.6479  -0.9045
C  -0.9006  -4.5333  -0.1291
C  0.3749  -1.1649  3.3876
C  -0.1714  -0.8226  4.6674
C  -0.2147  0.5389  4.7095
C  0.3016  0.9992  3.4501
C  0.2496  2.3407  2.8377
P  -0.1950  2.1092  1.0385
C  -1.3249  3.4687  0.6729
C  -2.6907  3.1986  0.7432
C  -3.6087  4.2198  0.5474
C  -3.1631  5.5051  0.2750
C  -1.8022  5.7759  0.2025
C  -0.8801  4.7619  0.4020
C  1.3563  2.4908  0.1303
C  1.1979  2.7494  -1.2416
C  2.2861  3.0760  -2.0242
C  3.5580  3.1294  -1.4548
C  3.7333  2.8594  -0.1072
C  2.6346  2.5465  0.6848
N  0.7127  -0.0443  2.6960
H  1.4476  -2.7892  2.4872
H  -0.1122  -3.2484  3.1944
H  -2.2325  -3.7307  2.4519
H  -4.6591  -3.5534  2.7292
H  -5.8937  -1.6637  1.7254
H  -4.6803  0.0681  0.4485
H  -2.2288  -0.1000  0.1638
H  1.9713  -2.8087  -0.6292
H  2.4632  -4.7914  -2.0058
H  0.7999  -6.6119  -2.1883
H  -1.3498  -6.4423  -0.9821
H  -1.8576  -4.4687  0.3752
H  -0.4943  -1.5241  5.4190
H  -0.5753  1.1709  5.5047
H  1.2234  2.8386  2.8877
H  -0.4693  2.9928  3.3315
H  -3.0363  2.1911  0.9504
H  -4.6686  4.0124  0.6040
H  -3.8785  6.3005  0.1154
H  -1.4599  6.7802  -0.0075
H  0.1794  4.9803  0.3451
H  0.2100  2.7033  -1.6866
H  2.1490  3.2963  -3.0746
H  4.4107  3.3980  -2.0649
H  4.7186  2.9146  0.3364
H  2.7933  2.3419  1.7376
N  2.3015  -0.5958  -3.2650
C  1.0315  -0.3529  -3.7698
C  0.5358  -0.3191  -5.0690
C  -0.8072  -0.0360  -5.2028
C  -1.6300  0.2095  -4.0891
C  -1.1339  0.1721  -2.8042
C  0.2197  -0.1224  -2.6553
N  1.0013  -0.2131  -1.5165
C  2.2205  -0.5034  -1.9221
C  3.2572  -0.7236  -0.9221
C  4.5904  -0.9598  -1.0260
S  5.2689  -1.1562  0.5288
C  3.7428  -0.9244  1.2368
N  2.7872  -0.7023  0.3785
H  3.1263  -0.8065  -3.8014
H  1.1624  -0.5043  -5.9305
H  -1.2415  -0.0008  -6.1923
H  -2.6756  0.4307  -4.2526
H  -1.7580  0.3584  -1.9413
H  5.2007  -1.0182  -1.9123
H  3.5874  -0.9417  2.3051

Cartesian forces, eV/Å:
Ru 0.662 0.602 0.596
C -0.102 0.103 -0.075
P 0.355 0.579 -0.204
C 0.004 -0.035 0.045
C -0.005 0.052 0.130
C -0.003 0.012 -0.003
C -0.013 -0.003 -0.012
C -0.013 -0.014 0.013
C -0.025 -0.040 -0.019
C -0.100 0.044 -0.061
C 0.067 0.021 0.100
C 0.004 -0.008 -0.017
C -0.029 0.004 0.017
C 0.041 -0.011 -0.019
C -0.125 -0.011 -0.028
C 0.231 -0.154 -0.005
C 0.002 0.093 0.027
C 0.018 -0.077 0.067
C 0.100 0.085 -0.015
C -0.002 -0.029 -0.080
P 0.091 -0.408 -0.172
C -0.015 -0.112 -0.026
C -0.017 -0.016 -0.035
C 0.002 -0.008 0.000
C -0.008 -0.005 -0.002
C -0.005 0.004 -0.005
C 0.017 0.021 0.022
C -0.296 0.034 0.013
C 0.084 0.063 -0.058
C -0.035 -0.043 0.016
C 0.027 -0.002 0.039
C 0.030 -0.019 -0.075
C -0.032 -0.200 0.144
N -0.358 -0.009 -0.228
H 0.006 0.011 0.013
H 0.008 -0.023 0.006
H -0.014 0.018 -0.003
H -0.001 0.002 0.007
H 0.001 0.009 0.012
H -0.009 -0.008 -0.015
H -0.002 -0.020 0.017
H -0.037 -0.084 -0.004
H 0.003 -0.002 -0.002
H 0.007 -0.004 0.003
H -0.003 -0.002 -0.006
H 0.113 -0.020 -0.106
H 0.010 -0.003 0.011
H -0.001 -0.001 0.006
H -0.068 0.033 0.039
H -0.034 -0.042 -0.002
H 0.004 0.013 0.015
H -0.005 0.002 -0.005
H -0.002 0.004 0.008
H -0.001 0.002 -0.005
H 0.000 -0.011 0.000
H 0.008 0.018 0.005
H 0.003 0.006 -0.005
H 0.002 0.000 -0.003
H 0.001 -0.007 0.002
H -0.016 0.035 -0.019
N 0.005 0.027 0.034
C -0.040 -0.016 -0.018
C -0.020 0.013 0.010
C 0.009 -0.002 -0.025
C -0.012 0.000 0.012
C 0.025 -0.011 -0.025
C 0.052 0.090 -0.050
N -0.084 -0.280 0.163
C 0.054 0.031 0.078
C 0.045 0.057 -0.089
C -0.034 0.021 0.039
S -0.009 -0.009 -0.017
C 0.085 0.087 0.006
N -0.570 -0.437 -0.172
H -0.004 -0.018 -0.004
H 0.008 -0.001 -0.001
H -0.002 0.003 -0.001
H -0.005 -0.002 0.004
H -0.024 0.014 -0.002
H 0.005 0.002 -0.007
H -0.010 -0.009 0.005

As for the total charge: +2. For the energy relative to the best compared isomer or geometry (same formula, charge and spin), the calculation gives 0.0 kcal/mol. Its multiplicity is 2. For the orbital gap (alpha / beta), the calculation gives 7.9 / 6.2 eV. The HOMO energy (alpha / beta) comes out at -13.41 / -13.43 eV. As for the total energy: -2938.48619 a.u.

4.
Entry from the OMol25 dataset: a 8-piece molecular cluster, C5H27N2O8 overall (ωB97M-V/def2-TZVPD).

CARTESIAN COORDINATES (ANGSTROEM)
N  -0.3417  -0.9248  -1.0613
C  -0.0887  0.1439  -0.0588
C  1.3854  0.4095  -0.0352
N  1.8767  1.3042  0.8321
C  0.2784  3.1817  1.5635
C  1.0707  1.9233  1.9360
C  1.9770  2.1383  3.0938
O  2.1206  -0.1089  -0.8753
H  -0.2033  -1.8616  -0.6406
H  -1.2457  -0.8108  -1.5379
H  0.1992  -0.8913  -1.9356
H  -0.5182  -0.2324  0.8576
H  -0.5165  1.0654  -0.5149
H  2.8176  1.6580  0.8673
H  -0.1849  3.0226  0.6341
H  1.0210  3.9175  1.3099
H  -0.4642  3.5836  2.2901
H  0.3041  1.1828  2.2078
H  1.6353  2.9549  3.7042
H  3.0586  2.3163  2.9124
H  1.9457  1.3043  3.8014
H  -3.5491  -0.5854  -0.5526
H  -3.9937  -1.8936  -0.3375
O  -3.2000  -1.5024  -0.7351
H  -1.1026  3.4396  -2.0993
H  -0.2988  2.5404  -1.2029
O  -1.2361  2.6876  -1.5045
H  -1.1046  -2.7005  1.6253
H  0.2081  -3.2974  1.1454
O  -0.3130  -2.4920  1.0225
H  2.6635  -2.7531  1.5193
H  2.0198  -2.5440  3.0121
O  2.1548  -3.1110  2.2421
H  -4.3586  1.4715  -0.1862
H  -3.0687  1.7248  -1.0537
O  -3.5662  1.0583  -0.5256
H  1.3171  -3.5861  -0.7826
H  1.8205  -2.3970  -1.6239
O  1.0897  -3.0170  -1.5183
H  -1.0175  0.0397  -4.2392
H  -1.8553  -1.1794  -3.6880
O  -1.3543  -0.3923  -3.4560

Cartesian forces, eV/Å:
N -0.438 0.383 -1.080
C -0.320 0.113 -1.829
C 2.251 -0.105 -0.628
N -1.970 1.381 1.700
C 1.071 0.180 0.141
C -1.103 -0.907 -0.405
C 1.017 -0.280 1.798
O -0.373 -0.254 0.010
H -0.429 0.403 -0.251
H -0.381 -0.258 1.121
H 0.720 0.373 0.850
H -0.182 0.575 0.205
H -0.315 -1.071 1.208
H 0.353 -0.656 -0.828
H -1.174 -0.271 -0.955
H 0.261 0.895 0.280
H 0.791 -0.607 -0.316
H 0.384 -0.004 0.106
H -0.142 0.615 0.105
H -0.704 0.014 -0.420
H 0.138 -0.208 -0.281
H 1.347 -0.148 -0.809
H 0.436 -1.146 -0.319
O -1.494 0.739 0.930
H -0.420 -0.031 -0.060
H -1.367 0.365 -0.502
O 1.696 0.227 0.026
H 1.478 0.681 -1.482
H 0.390 0.241 0.216
O -2.033 -1.220 1.879
H 0.369 0.841 0.390
H 0.519 0.289 -0.716
O -0.696 -1.223 0.275
H -0.189 0.370 0.013
H -0.457 -0.555 0.516
O 0.557 0.831 -0.359
H 0.297 -0.284 -0.038
H 0.244 -0.004 0.115
O 0.055 -0.277 -0.230
H -0.138 -0.138 -0.434
H -0.046 0.085 -0.472
O -0.005 0.047 0.528

As for the total charge: +1. For the energy relative to the best compared isomer or geometry (same formula, charge and spin), the calculation gives 44.6 kcal/mol. For the orbital gap, the calculation gives 10.6 eV. The HOMO energy comes out at -13.12 eV. As for the total energy: -917.91520 a.u.

5.
Entry from the OMol25 dataset: one molecule with the formula C4H6N2O2 (ωB97M-V/def2-TZVPD).

CARTESIAN COORDINATES (ANGSTROEM)
C  0.0122  2.3606  0.0145
O  0.2397  1.0066  -0.3800
C  -0.9275  0.1569  -0.2942
O  -2.0705  0.5401  -0.2326
C  -0.3347  -1.1342  0.0605
N  -1.0592  -2.3266  0.1476
C  0.9938  -1.0652  0.1551
N  2.1499  -1.3378  0.1877
H  0.9588  2.9018  -0.0510
H  -0.6994  2.8177  -0.6784
H  -0.3637  2.4160  1.0407
H  -1.0626  -2.8035  -0.7521
H  -0.6204  -2.9663  0.8063
H  2.7836  -0.5659  -0.0240

Cartesian forces, eV/Å:
C -0.167 0.188 -0.291
O -1.233 -0.091 -0.281
C 0.629 0.168 2.509
O 1.261 -0.103 -0.918
C -0.897 1.934 -0.700
N 0.023 -1.325 -0.198
C -1.258 -1.243 -0.811
N 1.720 1.511 0.578
H -0.047 -0.263 -0.036
H 0.009 0.038 0.248
H -0.046 -0.051 -0.152
H -0.178 -0.068 0.124
H -0.345 0.156 0.014
H 0.528 -0.853 -0.084

For the energy relative to the best compared isomer or geometry (same formula, charge and spin), the calculation gives 75.9 kcal/mol. For the orbital gap, the calculation gives 8.3 eV. The HOMO energy comes out at -8.20 eV. As for the SMILES: COC(=O)C(N)=C=N. As for the total energy: -415.91959 a.u.

6.
Entry from the OMol25 dataset: C26H32N2O2PdS as an isolated structure (ωB97M-V/def2-TZVPD).

CARTESIAN COORDINATES (ANGSTROEM)
Pd  -0.8208  0.2925  0.2843
C  -2.4067  3.8410  2.5765
C  -2.5180  2.9847  1.3388
O  -1.7016  3.0098  0.4362
N  -3.6567  2.2427  1.2688
C  -3.9148  1.2825  0.2104
C  -3.8723  -0.1245  0.7401
C  -5.0307  -0.8676  0.9199
C  -4.9554  -2.1413  1.4557
C  -3.7063  -2.6260  1.8080
C  -2.5980  -1.8309  1.5894
N  -2.6611  -0.6078  1.0512
H  -1.4051  4.2555  2.6291
H  -2.5922  3.2537  3.4736
H  -3.1302  4.6558  2.5055
H  -4.2255  2.1721  2.0957
H  -3.1242  1.4026  -0.5336
H  -4.8791  1.4955  -0.2533
H  -5.9820  -0.4347  0.6372
H  -5.8462  -2.7385  1.5984
H  -3.5925  -3.6114  2.2381
H  -1.6032  -2.1782  1.8368
C  4.7101  1.0908  -0.5763
C  3.5834  0.8950  0.4041
C  3.4236  -0.3208  1.0568
C  2.3804  -0.5104  1.9507
C  1.4931  0.5236  2.1858
C  1.6250  1.7426  1.5419
C  2.6837  1.9248  0.6705
S  0.0813  0.2453  3.2517
C  0.9152  0.7555  4.7703
O  -0.9142  1.3222  2.9852
H  4.8588  0.1976  -1.1834
H  5.6412  1.2898  -0.0396
H  4.5194  1.9339  -1.2381
H  4.1025  -1.1395  0.8475
H  2.2363  -1.4723  2.4318
H  0.8818  2.5155  1.6947
H  2.7842  2.8640  0.1403
H  1.2275  1.7902  4.6352
H  1.7713  0.1033  4.9392
H  0.1981  0.6679  5.5853
C  -0.8769  -0.1964  -3.1254
C  0.0529  -1.1246  -2.3408
C  -0.6526  -2.4887  -2.1842
C  0.2974  -0.6004  -0.9424
C  1.4211  -1.2959  -3.0094
C  1.8089  -0.5204  -4.0991
C  3.0682  -0.6614  -4.6722
C  3.9701  -1.5830  -4.1677
C  3.5995  -2.3655  -3.0812
C  2.3445  -2.2185  -2.5118
H  -1.8252  -0.1366  -2.5898
H  -1.0569  -0.5698  -4.1376
H  -0.4666  0.8121  -3.1714
H  -1.6115  -2.3443  -1.6799
H  -0.0566  -3.1919  -1.6023
H  -0.8260  -2.9167  -3.1742
H  1.0313  -1.2890  -0.4880
H  1.1293  0.2096  -4.5145
H  3.3435  -0.0427  -5.5174
H  4.9503  -1.6929  -4.6141
H  4.2919  -3.0931  -2.6756
H  2.0830  -2.8360  -1.6615

Cartesian forces, eV/Å:
Pd -0.297 -0.182 -0.339
C 0.011 0.021 -0.071
C 0.099 0.203 0.010
O 0.115 -0.093 -0.025
N -0.260 -0.239 -0.003
C 0.117 0.118 0.055
C 0.009 -0.004 -0.037
C -0.097 0.082 -0.020
C 0.113 0.039 0.001
C -0.171 -0.090 0.030
C 0.222 0.076 -0.026
N -0.125 -0.004 0.117
H 0.009 -0.012 -0.028
H -0.051 0.009 0.011
H 0.003 -0.006 0.072
H 0.051 0.052 0.040
H -0.009 0.068 -0.025
H -0.020 -0.074 -0.029
H 0.005 -0.019 0.001
H 0.000 0.006 -0.001
H 0.056 0.015 0.001
H -0.007 -0.005 -0.012
C 0.005 -0.026 0.155
C 0.045 0.190 -0.162
C -0.113 -0.124 0.149
C 0.091 -0.105 -0.002
C -0.184 0.043 -0.027
C 0.060 0.073 0.113
C 0.053 -0.056 -0.108
S 0.371 -0.121 0.071
C -0.148 -0.045 -0.026
O -0.110 0.138 0.032
H -0.017 0.006 -0.035
H 0.022 -0.003 -0.052
H -0.024 -0.010 -0.017
H 0.015 0.017 -0.014
H 0.011 0.000 -0.015
H -0.022 0.002 -0.008
H -0.013 0.009 0.013
H 0.028 -0.011 0.046
H 0.004 0.028 0.019
H 0.026 0.013 0.011
C 0.118 -0.101 0.052
C 0.009 0.125 0.054
C 0.075 0.059 -0.100
C 0.078 -0.144 0.172
C -0.076 0.049 -0.035
C 0.067 -0.009 0.014
C 0.001 -0.001 0.008
C -0.002 -0.004 0.018
C -0.024 0.030 -0.006
C 0.034 -0.029 -0.009
H -0.015 0.014 -0.030
H -0.033 0.039 -0.003
H -0.037 0.015 -0.010
H 0.046 -0.031 -0.022
H -0.033 -0.008 0.005
H -0.066 -0.062 0.033
H 0.023 0.077 -0.022
H -0.010 0.000 0.008
H -0.015 0.001 0.001
H -0.003 -0.002 0.002
H -0.008 -0.004 0.004
H -0.002 0.010 0.002

For the energy relative to the best compared isomer or geometry (same formula, charge and spin), the calculation gives 0.0 kcal/mol. For the orbital gap, the calculation gives 6.6 eV. The HOMO energy comes out at -6.18 eV. As for the total energy: -1795.91318 a.u.